No. 1
84
Properties=species:S:1:pos:R:3:forces:R:3 method="wB97M-V/def2-TZVPD" e_homo_ev="-6.96 / -6.90" spin_multiplicity=2 lumo_ev="-1.7 / -1.7" de_lowest_ev=0.4166
Se -2.5932 1.0613 -1.5302 0.09 0.37 1.00
Ge 0.0945 -1.4185 -0.3240 -0.02 0.49 0.34
Ti 0.3012 1.3596 -0.0748 1.04 -0.49 0.30
O 4.2407 0.5560 1.1285 0.00 -0.01 0.16
O 0.2634 3.0729 -3.8487 -0.12 0.02 0.08
N -0.4154 3.5346 -0.4392 -0.12 -0.43 0.18
N -4.2100 1.2290 -0.8175 0.32 -0.31 0.37
N 0.8022 1.8138 -1.9747 -0.01 0.05 0.15
N 0.9753 1.5797 2.0547 0.13 0.10 -0.08
N 2.3130 0.9192 -0.1102 -0.54 0.19 0.01
N -1.7791 1.0113 0.1528 -1.21 -0.14 -1.15
C -0.9957 4.3675 0.4188 -0.20 0.25 -0.15
C -3.4456 -3.2781 2.3444 0.01 0.01 0.02
C 4.0729 -3.4310 1.3794 -0.02 0.02 0.00
C 0.8140 -1.7439 -3.1412 -0.03 -0.02 -0.10
C 0.1952 2.8008 -2.6592 0.13 0.17 -0.46
C -1.3695 -2.2389 0.7378 0.03 -0.01 -0.08
C -3.6963 0.5170 3.1999 0.31 -0.01 -0.16
C -1.7750 5.4322 -0.0080 0.03 -0.05 0.06
C 2.8130 0.7057 -1.4017 0.24 0.11 -0.23
C 0.2867 2.0389 3.1078 0.20 -0.11 -0.08
C -2.7739 0.9165 1.0234 0.52 -0.08 -0.14
C 1.9888 1.2126 -2.4350 0.40 -0.05 -0.17
C 2.0993 -2.1018 1.6985 0.07 0.04 0.10
C 4.4065 -0.0067 -3.0436 0.03 -0.02 0.01
C -2.7141 -2.1139 0.3731 -0.03 0.09 0.04
C -1.3664 4.7455 -2.2665 0.07 -0.03 0.22
C -5.0055 0.8037 2.7000 -0.20 0.09 -0.33
C 2.8588 1.2088 3.4801 -0.09 -0.09 -0.18
C -3.7380 -2.6299 1.1535 -0.08 0.04 0.04
C 3.2556 -2.6713 2.2059 0.09 -0.03 0.03
C -1.2650 -2.7677 -2.5553 -0.07 -0.07 -0.08
C -2.1186 -3.4163 2.7284 -0.04 0.01 0.02
C -2.6067 0.5711 2.3914 -0.07 -0.09 0.56
C 2.1305 1.6520 4.5653 -0.07 0.06 0.06
C 2.5488 -3.0462 -0.4443 0.07 -0.06 -0.09
C -1.9705 5.6141 -1.3714 0.02 -0.05 0.01
C 1.7222 -2.2782 0.3695 -0.09 -0.04 -0.15
C 3.7134 -3.6164 0.0527 0.05 -0.02 0.02
C 4.0214 0.0859 -1.7107 -0.26 0.00 -0.20
C 0.6474 -2.1520 -4.4554 -0.02 -0.04 -0.08
C -4.0967 1.0929 0.4975 -0.19 0.05 -0.77
C -0.5882 3.7200 -1.7517 -0.02 0.21 0.04
C -5.2095 1.0757 1.3854 -0.30 -0.05 0.37
C -0.4858 -2.8634 -4.8281 0.02 0.01 -0.02
C 2.2500 1.1858 2.2313 -0.13 0.30 0.23
C 0.8224 2.0860 4.3771 0.02 0.01 0.11
C 3.0551 0.8229 1.0012 0.13 -0.04 -0.16
C -1.1003 -2.9080 1.9320 -0.02 -0.12 0.11
C -1.4398 -3.1759 -3.8714 -0.01 -0.01 -0.02
C 2.4094 1.1501 -3.7602 0.05 -0.20 0.23
C 3.6201 0.5313 -4.0503 0.03 -0.01 -0.08
C -0.1440 -2.0348 -2.1706 -0.10 -0.11 0.07
H -5.8490 0.7575 3.3760 0.01 0.01 0.00
H -6.1949 1.2430 0.9717 0.00 -0.01 0.05
H -0.7229 2.3727 2.9119 -0.05 0.00 0.03
H 3.8876 0.8863 3.5534 0.00 0.00 -0.05
H -4.2413 -3.6812 2.9586 0.01 -0.01 0.00
H 0.2287 2.4611 5.1991 0.01 0.00 0.00
H 4.6361 -0.3105 -0.9204 0.03 0.00 0.03
H 3.5238 -2.5116 3.2439 0.02 -0.02 -0.01
H -2.5866 6.4287 -1.7288 0.00 0.01 0.00
H -0.6187 -3.1807 -5.8550 0.00 0.01 0.00
H 1.7875 1.5493 -4.5433 -0.03 0.02 -0.01
H 1.4083 -1.9085 -5.1875 -0.01 -0.01 -0.01
H -1.4650 4.8371 -3.3382 0.02 0.00 -0.01
H -2.2228 6.0987 0.7158 0.00 -0.01 0.00
H 2.5806 1.6849 5.5492 -0.02 -0.01 0.00
H -2.0052 -3.0552 -1.8192 0.02 0.00 -0.04
H 1.7083 -1.1976 -2.8816 0.05 -0.02 0.05
H -1.8664 -3.9344 3.6462 -0.03 -0.01 0.00
H -3.5768 0.2106 4.2307 -0.03 -0.01 0.00
H 3.9460 0.4661 -5.0813 0.00 0.00 0.01
H -1.6363 0.2555 2.7471 0.04 0.07 -0.03
H 5.3424 -0.4922 -3.2912 -0.01 0.00 0.00
H -2.3204 -3.7460 -4.1427 0.01 0.00 -0.02
H 4.3405 -4.2068 -0.6046 0.02 0.00 0.02
H 1.4790 -1.5089 2.3651 0.00 0.05 -0.02
H -0.0762 -3.0663 2.2492 -0.07 0.01 -0.05
H -4.7660 -2.5169 0.8278 0.00 -0.02 0.02
H 2.2908 -3.2096 -1.4857 -0.02 0.02 0.06
H 4.9852 -3.8686 1.7645 -0.01 0.00 0.01
H -0.8319 4.1724 1.4714 0.00 0.03 0.01
H -2.9838 -1.6100 -0.5488 0.01 0.01 -0.04

=====

No. 2
89
Properties=species:S:1:pos:R:3:forces:R:3 method="wB97M-V/def2-TZVPD" e_homo_ev="-10.53 / -10.55" total_charge=+1 spin_multiplicity=2 lumo_ev="-3.5 / -4.9" de_lowest_ev=1.5419
Ir -0.2001 0.3941 1.3510 -0.21 1.02 -0.57
Se 1.2919 -0.5838 8.7205 0.01 -0.01 0.02
S 2.7764 1.6866 0.8896 -0.06 -0.99 -0.23
P 1.6901 0.8941 -1.9081 0.25 0.10 -0.35
O 3.3374 2.2469 2.0812 0.02 0.18 0.10
O 1.4190 2.2028 0.5248 -0.33 -0.87 0.57
O 2.7405 0.2163 0.8158 0.07 0.40 0.07
O -1.8924 -0.6756 1.5175 -0.06 -0.10 0.25
O -0.6481 -0.9163 -0.1950 -0.02 -0.24 -0.22
N -2.9517 3.4074 -0.3406 -0.45 -0.15 -0.24
N 0.8709 0.8373 7.7411 0.01 0.00 -0.01
N -1.2986 1.7703 0.3275 0.37 -0.15 0.32
N 0.5923 -1.0487 2.5989 0.36 0.49 -0.22
N 0.0434 1.4925 3.0388 -0.22 0.03 0.04
N 1.3468 -1.6760 7.3193 0.00 0.01 0.00
N -3.2672 5.7961 0.2184 0.03 0.04 -0.07
C -4.5808 -3.6144 -1.7145 -0.02 0.01 0.01
C -2.0803 2.6042 0.0788 0.30 -0.01 -0.03
C 0.4440 3.2535 -2.5472 -0.03 0.08 0.02
C 3.2357 1.8219 -1.7778 -0.02 0.08 0.38
C 1.3442 -2.8207 4.5851 0.00 0.03 0.00
C 0.7987 0.4384 6.5004 -0.02 0.09 -0.05
C 0.3498 0.7610 4.1310 0.19 -0.27 -0.16
C -0.0700 2.8127 3.1410 -0.10 -0.03 0.08
C 1.4891 -0.8614 -4.0984 -0.03 -0.01 -0.09
C 3.9418 2.1831 -2.9158 0.02 -0.03 -0.10
C -3.9031 -1.4652 -0.8069 -0.07 -0.02 0.09
C 1.0179 -1.5034 4.9105 0.00 -0.06 0.12
C 0.4747 1.3275 5.3858 0.03 0.07 0.15
C 3.1518 -2.7200 -2.8533 0.02 -0.03 -0.05
C 0.0596 3.4521 4.3712 0.01 0.02 -0.06
C -1.3297 -4.1148 0.1853 0.05 0.02 -0.08
C 5.6202 3.2223 -1.5365 0.01 -0.01 0.07
C -1.8027 3.3567 -3.3903 -0.01 -0.01 -0.02
C -3.0878 4.6812 -0.0270 0.15 0.03 0.22
C -2.7632 -2.0823 -0.2751 -0.06 0.14 -0.03
C -0.7983 1.2146 -2.9899 -0.03 -0.05 0.04
C -5.5400 -4.4305 -2.5340 0.00 0.00 0.01
C -0.6463 3.9968 -2.9630 0.07 0.00 0.00
C 2.5876 -3.0014 -4.0930 0.03 0.02 0.04
C -4.1836 0.0017 -0.6149 0.06 0.03 -0.03
C 1.0626 -0.9584 6.2665 -0.01 -0.07 -0.10
C 2.0380 -0.5858 -2.8463 -0.12 -0.09 0.19
C -4.7909 -2.2534 -1.5260 0.00 0.00 0.01
C -1.8790 1.9680 -3.4040 0.02 0.00 0.00
C -2.5378 -3.4521 -0.4195 0.05 -0.03 -0.06
C -1.7451 -1.2276 0.3680 0.11 0.11 -0.09
C 2.8757 -1.5196 -2.2254 0.05 0.02 0.07
C 0.3131 2.7109 5.5036 -0.01 -0.06 0.00
C -3.4601 -4.1993 -1.1364 0.01 -0.01 0.01
C 4.9224 2.8612 -0.3874 0.04 0.01 -0.05
C 1.7716 -2.0695 -4.7180 -0.02 0.05 -0.01
C 1.3151 -3.2069 3.2622 0.00 -0.02 -0.01
C 3.7404 2.1635 -0.5183 -0.17 0.15 -0.11
C 5.1335 2.8884 -2.7884 -0.02 -0.01 -0.06
C 0.6457 -0.6487 3.8851 -0.12 0.23 0.08
C 0.9428 -2.2877 2.2866 0.04 -0.02 -0.05
C 0.3812 1.8571 -2.5857 -0.03 -0.09 0.08
H -1.4377 -5.1977 0.1683 0.00 0.00 0.01
H 1.3567 -2.2789 -5.6948 -0.01 0.00 0.00
H -0.8687 0.1340 -2.9510 -0.02 0.01 0.00
H 1.6264 -3.5073 5.3719 0.01 0.00 -0.01
H -3.3002 -5.2660 -1.2457 0.00 0.00 0.01
H 1.3351 3.7491 -2.1841 0.01 -0.01 -0.01
H -0.6015 5.0769 -2.9396 -0.01 0.01 0.01
H 3.3021 -1.2937 -1.2538 -0.03 -0.01 0.01
H 2.7906 -3.9484 -4.5756 0.02 0.01 -0.01
H -3.5854 0.6191 -1.2900 0.01 -0.02 -0.01
H -5.6787 -1.7905 -1.9416 0.00 0.00 0.00
H 0.8652 -0.1333 -4.5989 -0.02 0.00 0.02
H -0.4254 -3.8606 -0.3756 -0.01 0.01 0.04
H 0.4115 3.1755 6.4754 -0.01 0.00 0.00
H 3.8081 -3.4388 -2.3802 -0.03 0.01 0.01
H -0.2681 3.3468 2.2235 -0.02 0.01 0.01
H -5.5021 -5.4834 -2.2590 0.00 0.00 0.01
H 5.6798 3.1772 -3.6760 -0.01 0.00 0.00
H -2.6594 3.9437 -3.6931 0.00 0.00 0.01
H 6.5481 3.7710 -1.4485 0.00 0.00 0.00
H -2.7912 1.4784 -3.7174 0.00 -0.01 -0.01
H 3.5666 1.9246 -3.8985 0.01 -0.01 -0.01
H 0.9269 -2.5345 1.2344 0.00 -0.01 0.01
H 5.2844 3.1212 0.5981 -0.02 -0.01 0.01
H -6.5631 -4.0769 -2.4134 0.00 0.00 0.01
H -5.2902 -4.3560 -3.5944 0.00 0.00 0.00
H -1.1895 -3.8084 1.2234 0.00 -0.01 0.02
H -3.9586 0.3279 0.3992 -0.02 0.00 0.01
H -5.2316 0.2159 -0.8134 0.00 0.00 -0.02
H -0.0439 4.5263 4.4147 0.00 0.00 0.00
H 1.5847 -4.2107 2.9668 0.00 0.00 0.00